Record 1
Molecular formula: C16H28N2O9
Method: DFT, the ωB97M-V functional and the def2-TZVPD basis

```
55
Properties=species:S:1:pos:R:3:forces:R:3
C 4.260 -1.222 3.129 -0.573 0.153 -0.727
C 2.966 -1.539 2.149 -2.596 -5.016 0.633
O 2.315 -2.710 2.291 3.972 7.270 -0.864
N 2.467 -0.542 1.120 1.237 -0.826 1.775
C 1.916 0.718 1.754 -0.804 1.049 -0.444
C 0.364 0.925 1.182 0.624 0.113 0.112
C -0.616 1.716 2.231 -0.582 0.550 -0.950
C -1.564 0.754 3.161 0.528 0.579 0.814
C -0.866 -0.651 3.644 -0.013 1.187 0.206
O -1.954 -1.489 4.212 -0.385 -1.691 -3.881
C -2.592 -2.319 3.178 -3.215 -5.414 2.434
N -2.610 -2.043 1.688 0.614 0.349 2.051
O -3.247 -3.438 3.583 4.316 7.587 -2.248
H 5.167 -1.888 2.795 -1.878 1.213 0.585
H 4.546 -0.095 2.975 -0.515 -2.199 0.554
H 3.983 -1.486 4.243 0.541 0.618 -2.364
H 3.179 -0.344 0.378 -0.765 -0.199 1.182
H 2.533 1.643 1.356 -1.141 -1.761 1.155
H 1.934 0.683 2.944 0.059 -0.016 -2.530
H 0.477 1.569 0.192 -0.434 -1.635 2.095
H -0.021 -0.172 0.923 0.669 2.538 0.469
H -1.362 2.365 1.562 1.603 -1.360 1.501
H -0.011 2.522 2.869 -1.177 -1.973 -1.243
H -1.782 1.372 4.159 0.215 -1.474 -2.167
H -2.600 0.540 2.640 2.260 0.384 1.016
H -0.306 -1.243 2.803 -0.951 1.298 1.699
H -0.137 -0.417 4.556 -1.561 -0.716 -2.074
H -1.655 -2.040 1.265 -1.163 0.308 0.609
H -3.167 -1.197 1.436 1.029 -0.884 0.505
C 5.532 0.186 -2.915 0.068 -0.138 0.462
C 4.056 0.382 -3.199 1.324 -0.630 -0.187
C 3.782 1.454 -4.210 0.207 0.006 -0.913
O 2.495 1.912 -3.834 -0.328 -0.052 1.002
C 2.378 1.674 -2.494 -2.069 1.048 1.429
O 1.492 2.125 -1.788 2.147 -1.002 -1.635
O 3.385 0.866 -2.047 -0.865 0.630 -0.057
H 5.673 -0.611 -2.177 -0.002 0.037 -0.206
H 6.082 -0.077 -3.823 -0.143 0.008 0.087
H 5.973 1.091 -2.482 -0.149 -0.031 -0.198
H 3.595 -0.571 -3.488 -0.025 0.139 -0.033
H 3.769 1.066 -5.234 -0.151 0.148 0.185
H 4.480 2.296 -4.157 0.071 -0.154 0.097
C -5.492 -1.496 -3.005 0.341 -0.306 -0.180
C -4.926 -0.588 -1.931 -0.817 -1.034 -0.564
C -5.634 0.728 -1.831 -0.905 0.156 0.270
O -4.622 1.588 -1.339 0.915 -0.111 -0.127
C -3.432 1.062 -1.757 2.409 1.236 0.069
O -2.362 1.644 -1.700 -2.456 -1.337 -0.057
O -3.600 -0.201 -2.252 0.371 1.040 0.389
H -4.942 -2.443 -3.028 -0.167 0.113 0.082
H -6.550 -1.711 -2.829 0.144 0.049 0.062
H -5.380 -1.048 -3.998 -0.074 0.100 0.221
H -4.906 -1.109 -0.965 -0.035 0.099 -0.031
H -6.481 0.693 -1.138 0.228 0.143 -0.058
H -5.980 1.115 -2.796 0.049 -0.191 -0.012
```
Forces are in eV/Å.

- Orbital gap: 9.70 eV
- Calculated total energy: -38448.503 eV
- Structure (SMILES): CC(=O)NCCCCCOC(N)=O.C[C@@H]1COC(=O)O1.C[C@@H]1COC(=O)O1



Record 2
Molecular formula: C25H20N4O3PtS
Method: DFT, the ωB97M-V functional and the def2-TZVPD basis

```
54
Properties=species:S:1:pos:R:3:forces:R:3
Pt 0.263 0.215 -0.411 -1.103 -0.288 -0.056
O 1.459 -2.476 -1.312 -0.116 -0.728 -0.287
C 2.027 -1.676 -0.547 2.148 0.849 1.074
N 2.917 -0.787 -0.870 -1.259 -1.896 -1.654
C 3.540 0.233 -0.278 0.448 1.878 1.139
C 4.950 0.180 -0.221 -0.586 -0.041 0.109
C 5.702 1.241 0.204 -0.023 0.771 0.300
C 5.069 2.432 0.588 0.811 -0.472 -0.201
C 3.706 2.539 0.536 -0.748 -0.353 0.004
C 2.885 1.467 0.116 3.123 -0.823 0.539
N 1.545 1.611 0.024 -2.669 2.312 -0.726
C 0.948 2.884 -0.238 2.086 -1.197 2.563
O 1.205 3.921 0.364 -0.515 -0.478 -1.076
C 0.069 2.773 -1.382 -1.806 -0.500 -2.199
C -0.397 3.891 -2.089 0.589 -0.536 0.927
C -1.046 3.715 -3.282 -0.282 -1.262 -0.694
C -1.223 2.403 -3.775 0.056 1.292 0.267
C -0.803 1.339 -3.012 0.013 -0.585 0.183
N -0.195 1.492 -1.835 0.105 2.244 -0.151
C 1.702 -1.747 0.941 -0.566 0.315 -0.787
C 2.277 -2.562 1.886 -0.045 -0.085 0.973
C 1.846 -2.446 3.209 -0.055 0.286 -0.786
C 0.862 -1.507 3.510 0.216 -0.196 0.120
C 0.333 -0.728 2.508 -0.072 0.214 -0.483
N 0.735 -0.857 1.230 0.706 -0.562 1.071
H 5.412 -0.739 -0.549 0.040 -0.073 -0.076
H 6.780 1.170 0.228 0.101 -0.031 0.040
H 5.661 3.269 0.928 0.033 0.095 0.006
H 3.217 3.456 0.824 0.115 -0.016 0.101
H -0.210 4.866 -1.665 0.058 0.065 0.039
H -1.410 4.558 -3.846 -0.027 0.117 -0.086
H -1.693 2.238 -4.730 -0.047 -0.095 -0.050
H -0.958 0.313 -3.330 0.010 0.092 0.084
H 3.053 -3.257 1.607 0.024 -0.056 -0.095
H 2.269 -3.064 3.985 0.056 -0.071 0.077
H 0.518 -1.386 4.525 -0.079 0.065 0.040
H -0.438 0.008 2.699 0.058 0.014 -0.039
C -2.615 -3.255 -1.701 0.567 0.479 0.013
S -0.884 -2.666 -1.388 -1.308 -1.845 -0.044
O -1.182 -1.229 -1.022 -0.162 1.276 0.168
C -0.841 -3.506 0.212 0.181 0.042 -0.218
C -1.603 -2.988 1.242 -0.116 0.055 -0.024
C -1.655 -3.651 2.455 0.011 -0.070 -0.055
C -0.938 -4.825 2.626 0.016 -0.041 0.035
C -0.148 -5.318 1.599 -0.074 -0.081 0.014
C -0.093 -4.656 0.384 -0.042 0.011 -0.161
H -3.268 -2.927 -0.902 -0.088 0.060 0.169
H -2.596 -4.337 -1.759 0.079 -0.160 -0.011
H -2.946 -2.837 -2.645 0.015 0.079 -0.194
H -2.142 -2.064 1.085 -0.066 0.071 0.017
H -2.258 -3.258 3.259 -0.042 0.043 0.081
H -0.995 -5.356 3.565 0.032 -0.040 0.097
H 0.421 -6.224 1.745 0.068 -0.072 -0.003
H 0.528 -5.009 -0.424 0.131 -0.068 -0.092
```
Forces are in eV/Å.

- Orbital gap (alpha / beta): 5.62 / 5.62 eV
- Calculated total energy: -52433.029 eV



Record 3
Molecular formula: C7H9N
Method: DFT, the ωB97M-V functional and the def2-TZVPD basis

```
17
Properties=species:S:1:pos:R:3:forces:R:3
C 0.127 -0.737 -1.310 -1.582 -0.610 -0.973
C 1.165 -0.112 -0.798 1.077 1.073 0.648
C 1.345 0.026 0.657 -0.042 -0.085 0.914
C 0.532 -0.665 1.760 0.018 0.423 -0.550
C 0.032 0.690 1.308 0.484 0.561 1.292
C -1.159 0.650 0.379 0.052 -0.737 -1.926
N -0.940 1.104 -0.828 -0.461 -0.194 2.052
C -0.985 0.165 -1.937 -1.051 -0.898 -1.384
H -0.401 -1.557 -0.781 0.770 0.494 -0.120
H 1.512 0.818 -1.286 -0.091 -0.714 -0.031
H 2.315 0.438 0.955 -0.531 -0.011 0.168
H -0.116 -1.497 1.521 0.204 -0.230 -0.051
H 0.995 -0.697 2.750 -0.179 -0.133 -0.429
H 0.200 1.462 2.095 -0.188 -0.326 -1.152
H -1.871 -0.241 0.496 0.753 0.954 0.118
H -1.861 -0.541 -2.056 0.355 0.938 0.380
H -0.888 0.693 -2.923 0.411 -0.505 1.044
```
Forces are in eV/Å.

- Orbital gap: 8.85 eV
- Calculated total energy: -8889.602 eV
- Structure (SMILES): C1=C[C@@H]2C[C@@H]2C=NC1



Record 4
Molecular formula: C11H22N2O3
Method: DFT, the ωB97M-V functional and the def2-TZVPD basis

```
38
Properties=species:S:1:pos:R:3:forces:R:3
C -4.472 0.259 0.930 0.297 -0.069 -0.073
C -3.163 0.251 0.147 -0.100 0.239 -0.053
C -3.433 0.058 -1.344 0.141 -0.056 0.294
C -2.399 1.558 0.412 -0.054 -0.353 0.212
N -1.100 1.605 -0.220 -0.156 0.160 -0.245
C -0.011 1.059 0.394 0.107 0.144 -0.482
O -0.001 0.714 1.559 -0.080 -0.162 0.456
N 1.080 0.914 -0.427 0.108 -0.052 -0.071
C 2.361 0.573 0.136 0.047 -0.256 0.014
C 3.010 -0.651 -0.530 0.020 -0.043 0.211
C 2.371 -2.006 -0.192 -0.100 0.155 -0.027
C 0.966 -2.151 -0.774 0.200 -0.139 0.043
C 2.345 -2.266 1.312 0.093 -0.031 -0.256
C 3.335 1.738 0.098 0.343 0.046 0.140
O 4.490 1.678 0.423 0.013 -0.088 0.068
O 2.775 2.870 -0.353 -0.379 0.466 -0.200
H -5.106 1.080 0.601 -0.128 0.104 -0.025
H -4.279 0.377 1.994 -0.046 0.021 0.151
H -5.011 -0.673 0.780 -0.109 -0.066 0.012
H -2.541 -0.576 0.504 0.026 0.046 0.015
H -4.018 -0.844 -1.507 -0.051 -0.083 -0.092
H -2.505 -0.042 -1.902 0.065 -0.021 -0.129
H -3.992 0.904 -1.742 -0.100 0.107 -0.086
H -2.984 2.413 0.061 -0.032 -0.017 0.058
H -2.224 1.660 1.485 -0.103 0.094 -0.093
H -1.088 1.699 -1.223 0.095 -0.027 0.072
H 1.087 1.385 -1.317 -0.067 0.025 0.093
H 2.175 0.354 1.196 0.113 0.122 -0.186
H 4.054 -0.668 -0.209 -0.002 0.002 -0.073
H 2.993 -0.507 -1.613 0.071 0.036 -0.068
H 3.011 -2.764 -0.661 -0.031 0.072 0.027
H 0.270 -1.497 -0.258 -0.143 0.021 0.021
H 0.620 -3.176 -0.656 -0.082 -0.116 -0.001
H 0.957 -1.908 -1.835 -0.073 0.032 -0.131
H 2.074 -3.301 1.506 -0.033 -0.097 0.074
H 3.322 -2.079 1.752 0.112 0.001 0.134
H 1.610 -1.632 1.801 -0.090 0.079 0.114
H 3.422 3.593 -0.326 0.109 -0.298 0.080
```
Forces are in eV/Å.

- Orbital gap: 9.86 eV
- Calculated total energy: -20888.527 eV
- Structure (SMILES): CC(C)CNC(=O)N[C@@H](CC(C)C)C(=O)O